#w
Entry from the Open Molecules 2025 dataset: a cluster of 2 separate species, C3H7F2NO in total (ωB97M-V/def2-TZVPD).

Geometry as XYZ:
```
14
Properties=species:S:1:pos:R:3
C 0.1822 -0.8165 1.3677
C 0.9772 -0.1295 -0.8522
C -3.6548 0.2000 0.0258
N 0.1280 0.0640 0.3821
O -0.3862 1.2180 0.4606
F -3.6953 -1.1626 -0.1665
F -4.2421 0.7797 -1.0232
H 0.4276 -1.8127 1.1127
H -2.5599 0.4099 0.1608
H -0.4850 -0.5448 2.2273
H 0.5975 0.6334 -1.4975
H 2.0525 -0.0209 -0.8030
H 0.7681 -1.0604 -1.3088
H -4.2753 0.4362 0.9239
```

Calculated values
- Structure (SMILES): C=[N+](C)[O-].FCF
- E_HOMO (alpha / beta): -9.23 / -9.23 eV
- Net charge: 0
- LUMO level (alpha / beta): 0.0162 / 0.0161 Eh

---

#x
Entry from the Open Molecules 2025 dataset: a cluster of 2 separate species, C3H7F2NO in total (ωB97M-V/def2-TZVPD).

Geometry as XYZ:
```
14
Properties=species:S:1:pos:R:3
C -1.5880 -1.1848 0.7861
C -1.0807 -0.0939 -0.1692
C 0.3478 0.3950 0.2608
N 2.5822 0.9491 -1.5462
O 1.2421 -0.3368 -0.4319
F 2.0265 2.0428 -1.0615
F 3.6984 0.6479 -0.9124
H -2.6401 -1.6652 0.4662
H -1.0518 -2.0620 0.9133
H -1.7423 -0.7864 1.8247
H -1.6508 0.7474 -0.3168
H -1.0686 -0.5839 -1.1025
H 0.3695 1.5125 -0.1496
H 0.5557 0.4184 1.4390
```

Calculated values
- E_HOMO (alpha / beta): -10.23 / -9.80 eV
- Net charge: 0
- LUMO level (alpha / beta): -0.0143 / -0.0456 Eh

---

Which structure is the least stable? The one labeled #x.

---

#w
Entry from the Open Molecules 2025 dataset: the molecule CH2N2O4 (ωB97M-V/def2-TZVPD).

Geometry as XYZ:
```
9
Properties=species:S:1:pos:R:3
C -0.7587 0.5838 -1.5731
N 0.3525 0.2460 -0.3663
N 0.1519 0.7415 -2.6972
O 0.2338 -0.3542 -3.2211
O -1.9219 0.7535 -1.3148
O 0.8067 1.7323 -2.9129
O -0.3831 -0.0137 0.7455
H 0.6657 -0.6860 -0.6326
H -0.7789 0.8764 1.1294
```

Calculated values
- Structure (SMILES): O=C(NO)[N+](=O)[O-]
- E_HOMO: -10.18 eV
- Net charge: 0
- LUMO level: -0.0293 Eh

---

#x
Entry from the Open Molecules 2025 dataset: the molecule CH2N2O4 (ωB97M-V/def2-TZVPD).

Geometry as XYZ:
```
9
Properties=species:S:1:pos:R:3
C 1.0119 -0.7816 0.1999
N -0.1532 -0.1689 0.4506
N 3.4382 0.1223 -0.0488
O 3.7483 -0.9243 -0.4471
O 1.3331 -1.8606 -0.1075
O 4.0931 1.0554 0.1948
O 2.1417 0.4045 0.2928
H -1.0761 -0.4433 0.3348
H -0.1688 0.7304 0.8451
```

Calculated values
- Structure (SMILES): NC(=O)O[N+](=O)[O-]
- E_HOMO: -11.17 eV
- Net charge: 0
- LUMO level: 0.0138 Eh

---

#y
Entry from the Open Molecules 2025 dataset: the molecule CH2N2O4 (ωB97M-V/def2-TZVPD).

Geometry as XYZ:
```
9
Properties=species:S:1:pos:R:3
C -0.4507 0.6711 -0.0328
N -1.6090 -0.0336 -0.3252
N 1.5998 -0.3743 0.0840
O -0.1788 1.6509 0.6148
O 0.5136 -0.1116 -0.7521
O 2.4746 -0.8909 -0.4849
O 1.5145 -0.0643 1.2103
H -2.4548 0.1973 0.3355
H -1.4092 -1.0445 -0.6496
```

Calculated values
- Structure (SMILES): NC(=O)O[N+](=O)[O-]
- E_HOMO: -11.33 eV
- Net charge: 0
- LUMO level: 0.0152 Eh

---

Which structure is the least stable? The one labeled #w.

---

#w
Entry from the Open Molecules 2025 dataset: a structure of composition C4H8O4 (ωB97M-V/def2-TZVPD).

Geometry as XYZ:
```
16
Properties=species:S:1:pos:R:3
C 1.3077 0.2444 -0.6508
C -0.8772 -0.4458 -0.8972
C -1.1542 0.6746 1.5888
C -0.1475 -0.2323 0.9520
O 1.0713 0.8297 0.4763
O 1.9587 -0.9232 -0.6910
O 1.5261 1.0159 -1.7074
O 0.2797 -1.2852 1.3764
H 1.9458 0.4923 -2.4057
H 1.6599 -1.4437 0.0922
H -1.7162 -0.9765 -0.4481
H -0.4582 -1.1180 -1.6446
H -1.2446 0.4886 -1.3163
H -1.3086 1.5637 0.9839
H -0.7511 0.9741 2.5588
H -2.0918 0.1415 1.7326
```

Calculated values
- E_HOMO: -8.66 eV
- Net charge: 0
- LUMO level: 0.0156 Eh

---

#x
Entry from the Open Molecules 2025 dataset: a cluster of 2 separate species, C4H8O4 in total (ωB97M-V/def2-TZVPD).

Geometry as XYZ:
```
16
Properties=species:S:1:pos:R:3
C 0.7493 0.3904 -2.3004
O -0.3172 0.2674 -1.3463
H -0.2900 -1.0025 -0.2655
H 0.4982 -0.2775 -3.1215
H 0.8301 1.4109 -2.6735
H 1.6827 0.0987 -1.8168
C -0.9476 -1.3247 1.9613
C -0.3081 1.1135 -0.1671
C 0.1152 -1.1215 0.9259
O 0.8568 1.7763 -0.0696
O -1.3213 1.3963 0.4021
O 1.2876 -0.9542 1.1416
H 0.8350 2.3339 0.7208
H -1.7097 -0.5553 1.8289
H -1.4324 -2.2901 1.8158
H -0.5284 -1.2617 2.9643
```

Calculated values
- Structure (SMILES): COC(=O)O.CC=O
- E_HOMO: -9.07 eV
- Net charge: 0
- LUMO level: 0.0233 Eh

---

Which structure is the least stable? The one labeled #w.

---

#w
Entry from the Open Molecules 2025 dataset: the molecule C4H14N4 (ωB97M-V/def2-TZVPD).

Geometry as XYZ:
```
22
Properties=species:S:1:pos:R:3
C 0.1086 -1.5948 0.5740
C 1.3744 0.3832 -0.1831
N 2.3086 0.0771 -1.2405
N 2.0393 0.5355 1.1070
N 0.2369 -0.4671 -0.3125
H 3.0723 0.7413 -1.2145
H 2.6871 -0.8567 -1.1231
H 1.4281 0.9470 1.8015
H 2.3659 -0.3589 1.4597
H 0.0544 -1.3286 1.6406
H -0.7990 -2.1354 0.3079
H 0.9743 -2.2460 0.4295
C -1.7889 0.3469 -1.4995
C -1.8171 0.7358 0.8713
N -0.9926 0.5613 -0.3077
H 0.8212 1.3607 -0.4163
H -2.4123 1.2253 -1.6852
H -1.1090 0.2167 -2.3387
H -2.4279 1.6348 0.7533
H -1.1809 0.8643 1.7473
H -2.4948 -0.1136 1.0448
H -2.4487 -0.5287 -1.4157
```

Calculated values
- Structure (SMILES): CN(C)N(C)C(N)N
- E_HOMO: -8.48 eV
- Net charge: 0
- LUMO level: 0.0327 Eh

---

#x
Entry from the Open Molecules 2025 dataset: a cluster of 3 separate species, C4H14N4 in total (ωB97M-V/def2-TZVPD).

Geometry as XYZ:
```
22
Properties=species:S:1:pos:R:3
C -1.3282 0.5788 -0.0664
C 0.1169 -1.7769 -1.3360
C -1.8744 1.4682 1.0116
N 0.6287 -1.1144 -0.1243
N 0.2718 -1.7893 1.0920
H 1.1258 -1.7895 1.6585
H -0.3695 -1.2018 1.6209
H -1.8931 -0.3478 -0.1268
H -1.3087 1.0247 -1.0588
H -0.7948 -2.3136 -1.0823
H 0.8562 -2.4921 -1.7041
H -0.1471 -1.0632 -2.1143
H -1.9939 0.9291 1.9557
H -2.8657 1.8584 0.7415
H -1.2142 2.3206 1.1939
N 1.3497 1.1026 -1.1365
C 0.8158 0.6184 0.0389
N 1.1692 0.9866 1.2123
H 2.2063 0.6676 -1.4563
H 1.3759 2.1010 -1.2868
H 1.9085 1.6832 1.1756
H 1.9646 -1.4503 -0.2082
```

Calculated values
- E_HOMO: -6.70 eV
- Net charge: 0
- LUMO level: 0.0035 Eh

---

Which structure is the least stable? The one labeled #x.

---

#w
Entry from the Open Molecules 2025 dataset: a structure of composition C4H14N4 (ωB97M-V/def2-TZVPD).

Geometry as XYZ:
```
22
Properties=species:S:1:pos:R:3
C -1.0628 -0.5945 -0.0236
C 0.5165 1.4155 0.7003
C 0.9834 -2.0884 0.0860
C 1.9535 0.9739 0.8260
N -1.2044 0.7817 0.3704
N 0.3633 -0.8327 -0.3293
N -2.0885 1.6078 -0.3710
N -1.8852 -1.0680 -1.1047
H 0.6424 -0.4895 -1.2433
H -1.3062 -1.1910 0.8633
H -1.8880 1.7534 -1.3632
H -2.2682 2.5291 0.0169
H -2.2011 -0.3554 -1.7504
H -1.6038 -1.9197 -1.5775
H 0.4366 2.2468 0.0009
H 0.1857 1.7814 1.6717
H 0.5758 -2.9381 -0.4730
H 0.7820 -2.2463 1.1482
H 2.0633 -2.0332 -0.0634
H 2.4082 0.7753 -0.1473
H 2.5361 1.7843 1.2815
H 2.0614 0.1076 1.4815
```

Calculated values
- E_HOMO: -7.63 eV
- Net charge: 0
- LUMO level: 0.0370 Eh

---

#x
Entry from the Open Molecules 2025 dataset: a structure of composition C4H14N4 (ωB97M-V/def2-TZVPD).

Geometry as XYZ:
```
22
Properties=species:S:1:pos:R:3
C 1.5375 -1.0439 0.7764
C -1.8491 1.2884 -0.0490
C 2.6792 -0.1378 0.3062
C -2.8663 0.3322 -0.6237
N -0.2287 0.3960 -0.0386
N 0.2791 -0.3501 1.0788
N 1.2260 -2.0141 -0.2650
N -1.3875 2.3878 -0.6871
H -0.2215 -0.2429 -0.8350
H 0.4157 0.3106 1.8379
H 1.8282 -1.5130 1.7302
H -1.9705 1.4129 1.0319
H 2.0570 -2.4917 -0.5894
H 0.5576 -2.6980 0.0708
H -1.6757 2.4003 -1.6651
H 0.0877 1.4326 -0.3715
H 2.4436 0.3128 -0.6576
H 3.6005 -0.7129 0.2023
H 2.8622 0.6495 1.0382
H -2.7892 -0.6430 -0.1406
H -2.7140 0.2044 -1.6980
H -3.8715 0.7200 -0.4521
```

Calculated values
- E_HOMO: -7.69 eV
- Net charge: 0
- LUMO level: 0.0286 Eh

---

#y
Entry from the Open Molecules 2025 dataset: the molecule C4H14N4 (ωB97M-V/def2-TZVPD).

Geometry as XYZ:
```
22
Properties=species:S:1:pos:R:3
C -0.6591 0.0376 0.8712
C -0.0378 0.4073 -1.4878
C 0.7547 -1.5665 -0.3174
C 1.3814 0.9704 -1.6183
N -0.2703 -0.5421 -0.4075
N -1.0338 -0.9850 1.8322
N -1.8104 0.8952 0.6171
N 0.4119 0.8067 1.4841
H -0.2082 -1.4469 2.1938
H -1.6231 -1.6778 1.3842
H -2.2306 1.1385 1.5082
H -2.5005 0.3844 0.0778
H 0.2052 0.9319 2.4689
H 0.4404 1.7239 1.0538
H -0.7427 1.2262 -1.3431
H -0.2979 -0.1086 -2.4204
H 1.6694 -1.2146 0.1737
H 0.3694 -2.4274 0.2304
H 0.9911 -1.8949 -1.3275
H 1.3815 1.7650 -2.3608
H 2.0804 0.2027 -1.9407
H 1.7289 1.3740 -0.6722
```

Calculated values
- Structure (SMILES): CCN(C)C(N)(N)N
- E_HOMO: -8.46 eV
- Net charge: 0
- LUMO level: 0.0380 Eh

---

Which structure is the least stable? The one labeled #w.

---

#w
Entry from the Open Molecules 2025 dataset: a cluster of 2 separate species, C3H3FO in total (ωB97M-V/def2-TZVPD).

Geometry as XYZ:
```
8
Properties=species:S:1:pos:R:3
C 2.0768 -0.1736 0.4047
C -0.7710 -0.5067 -0.3094
C -0.7587 0.6528 0.3098
O 2.7971 -0.5540 -0.3752
F -1.7526 1.5361 0.1150
H -1.5742 -0.7567 -0.9798
H 0.0047 -1.2326 -0.1652
H -0.0221 1.0348 1.0002
```

Calculated values
- E_HOMO: -10.11 eV
- Net charge: 0
- LUMO level: 0.0393 Eh

---

#x
Entry from the Open Molecules 2025 dataset: the molecule C3H3FO (ωB97M-V/def2-TZVPD).

Geometry as XYZ:
```
8
Properties=species:S:1:pos:R:3
C 0.1926 -0.3164 0.1833
C -0.7222 -0.7985 -0.7543
C 0.4200 1.1532 0.4999
H -0.5242 -1.8312 -0.7030
H -1.6417 -0.3643 -1.1791
H 1.2215 1.1685 1.2684
O -0.0223 2.1393 -0.0386
F 1.0763 -1.1505 0.7235
```

Calculated values
- Structure (SMILES): C=C(F)C=O
- E_HOMO: -10.26 eV
- Net charge: 0
- LUMO level: -0.0131 Eh

---

Which structure is the least stable? The one labeled #x.